[1]
An isolated molecule of C3H6O3 at a distorted geometry. Source: the OMol25 dataset; level of theory: ωB97M-V/def2-TZVPD.

For the total energy, the calculation gives -343.61825 hartree. The LUMO energy is 0.75 eV. The HOMO-LUMO gap comes out at 11.0 eV. As for the HOMO energy: -10.215 eV. Its spin multiplicity is 1. The SMILES is COC(=O)CO.

Each line ends with the Mulliken charge.
Positions of all 12 atoms, in Å:
1 C 1.585156 1.138361 0.956827  -0.596
2 C 0.099186 -0.463010 0.125716  0.645
3 C -1.250769 -0.754707 -0.508179  -0.195
4 H 1.672361 0.660496 1.919700  0.278
5 H 1.541356 2.207236 1.052075  0.228
6 H 2.322668 0.710170 0.228028  0.295
7 H -1.993755 -0.890586 0.331483  0.192
8 H -1.120427 -1.728490 -1.056142  0.268
9 H -1.386252 1.111610 -0.946156  0.351
10 O 0.271599 0.820244 0.372906  -0.394
11 O 0.907882 -1.309453 0.400527  -0.566
12 O -1.634155 0.289921 -1.395329  -0.507

Force components x, y, z for each atom (eV/Å):
-0.6 -0.9 -1.5
-0.3 -1.0 0.0
-0.1 -0.4 0.0
0.1 -0.2 0.2
0.4 0.4 -0.1
-0.3 0.8 1.0
0.6 0.0 -0.8
-0.4 1.1 0.4
-0.1 -0.1 -0.2
0.5 0.9 0.5
0.1 -0.2 0.0
0.0 -0.4 0.4

---

[2]
An isolated molecule of C3H6O3 at a distorted geometry. Source: the OMol25 dataset; level of theory: ωB97M-V/def2-TZVPD.

For the total energy, the calculation gives -343.59651 hartree. The LUMO energy is 0.64 eV. The HOMO-LUMO gap comes out at 11.1 eV. As for the HOMO energy: -10.432 eV. Its spin multiplicity is 1. The SMILES is O=C(CO)CO.

Each line ends with the Mulliken charge.
Positions of all 12 atoms, in Å:
1 O -2.117765 -0.986730 -0.519493  -0.528
2 C -1.359590 -0.018902 0.129502  -0.430
3 C 0.095767 -0.241293 -0.055148  0.821
4 O 0.484322 -1.211352 -0.697469  -0.690
5 C 1.136257 0.728440 0.437767  -0.419
6 O 2.151032 0.515139 -0.473450  -0.565
7 H -1.491456 -1.546768 -1.009536  0.361
8 H -1.559591 -0.015328 1.210868  0.263
9 H -1.583696 0.999275 -0.229217  0.281
10 H 1.457261 0.498305 1.463734  0.222
11 H 0.786204 1.768967 0.459189  0.304
12 H 2.001255 -0.489753 -0.716748  0.382

Force components x, y, z for each atom (eV/Å):
-0.2 -0.1 -0.1
-0.2 0.2 0.2
-0.4 -0.8 -0.1
-0.7 0.4 0.5
-0.1 -0.1 0.0
1.3 -1.6 -0.6
-0.1 0.1 0.1
-0.1 0.0 0.0
0.0 -0.2 0.0
-0.2 -0.2 0.1
0.0 -0.2 -0.3
0.7 2.5 0.3